# 1
17
Properties=species:S:1:pos:R:3:forces:R:3 method="wB97M-V/def2-TZVPD" charge=+1 homo_lumo_gap_ev="6.02 / 7.16" multiplicity=5
C 1.20025 -0.15691 -1.55681 0.557 -0.227 -2.698
C 0.23399 -0.00177 -2.61951 0.779 -1.315 -1.275
C -0.59607 -1.17066 -2.67945 -0.358 0.677 -0.549
C -0.23298 -2.00095 -1.60617 -0.262 -3.281 -1.863
C 0.90444 -1.47092 -1.00433 3.152 -1.173 1.758
Os -0.66795 -0.10877 -0.71560 -7.764 0.788 2.122
P -0.21879 2.12596 0.14120 1.339 3.222 0.667
H 1.77657 0.75560 -1.43661 0.909 -0.931 0.826
H -0.06701 0.84051 -3.16089 0.558 1.343 -0.931
H -1.41287 -1.34284 -3.37713 0.140 0.148 0.283
H 1.22866 -1.91842 -0.04913 0.562 0.393 -0.865
H -0.79799 -2.95279 -1.40598 1.042 1.129 0.224
H -1.15478 2.59464 1.11330 0.080 -0.387 -0.541
H 0.10114 3.37278 -0.48342 -0.156 0.293 0.194
H 0.89376 2.14985 1.04876 -0.412 -0.293 -0.393
O -0.59620 -0.43853 2.33685 0.063 0.255 -5.371
C -0.59426 -0.27666 1.14781 -0.229 -0.640 8.413

***

# 2
26
Properties=species:S:1:pos:R:3:forces:R:3 method="wB97M-V/def2-TZVPD" smiles=Cc1ccccc1.CCC homo_lumo_gap_ev=9.87
C -2.79127 0.82924 -1.45099 -0.517 0.485 -0.632
C -1.35064 1.12046 -1.16118 -0.270 0.327 -0.272
C -0.43659 0.90500 -2.19115 -0.723 0.512 0.810
C 0.86251 1.34963 -2.03598 0.711 -1.925 -0.841
C 1.36683 1.78429 -0.81835 -1.196 0.325 -0.972
C 0.40660 2.10279 0.13466 0.799 0.837 0.404
C -0.92603 1.78654 -0.02293 -0.319 -0.353 -0.188
H -3.53859 1.16853 -0.73216 0.370 -0.694 0.656
H -2.92468 -0.18710 -1.82062 -0.260 -0.136 0.464
H -3.11175 1.45282 -2.28459 0.296 0.077 -0.477
H -0.84741 0.42811 -3.07324 0.507 0.144 -0.296
H 1.51115 1.11462 -2.87752 0.287 0.286 0.220
H 2.43284 1.89508 -0.72666 0.081 0.482 0.335
H 0.70109 2.76327 0.93705 0.068 -0.417 0.574
H -1.66723 2.01557 0.73088 0.126 0.227 0.135
C 0.05436 -2.66577 2.13006 -0.020 0.987 0.503
C 1.45453 -2.20056 1.75396 0.833 0.100 -1.988
C 1.44395 -0.87174 0.98240 -0.566 0.010 0.032
H 0.00820 -3.05584 3.14056 -0.005 -0.713 -0.063
H -0.35441 -3.31753 1.36028 0.007 -0.281 0.311
H -0.62068 -1.80647 2.18364 0.028 0.123 -0.148
H 2.23635 -2.13613 2.50264 -0.391 -0.092 0.721
H 1.87613 -2.90579 1.02788 -0.064 -0.308 0.223
H 0.63562 -0.85215 0.24265 -0.081 -0.087 0.152
H 1.24175 -0.05956 1.68085 0.134 0.198 -0.137
H 2.33737 -0.65731 0.38787 0.166 -0.116 0.475

***

# 3
18
Properties=species:S:1:pos:R:3:forces:R:3 method="wB97M-V/def2-TZVPD" smiles=C[C@@]1(N)N2[C@H](N)[C@]21N homo_lumo_gap_ev=10.04
C -1.51065 1.49819 0.36260 -0.541 0.163 0.131
C -0.93957 0.16934 -0.03857 2.115 1.444 -0.141
N -1.87841 -0.84946 -0.54593 0.955 0.924 0.204
N 0.34359 0.15246 -0.80834 0.133 0.285 -3.108
C 1.51718 0.56718 0.02195 -2.076 0.386 -0.024
N 2.78151 -0.03091 -0.40834 -1.403 0.058 0.672
C 0.38348 -0.26534 0.55731 0.111 -3.825 1.068
N 0.60666 -1.72058 0.71282 -0.440 0.459 0.324
H -0.73974 2.25535 0.53880 -0.019 -0.329 -0.020
H -2.17703 1.88244 -0.41748 0.071 -0.028 0.054
H -2.09085 1.39284 1.28519 -0.001 0.057 -0.094
H -1.57610 -1.08077 -1.49359 0.123 -0.143 0.318
H -2.80987 -0.45075 -0.65562 0.293 0.081 0.295
H 1.54729 1.62240 0.26912 0.390 -0.047 0.116
H 3.47951 0.09313 0.32341 -0.199 0.232 -0.093
H 2.64225 -1.04072 -0.45568 0.042 0.220 -0.113
H 0.71603 -2.07837 -0.23754 0.077 0.005 0.200
H -0.29527 -2.11645 0.98987 0.369 0.057 0.211

***

# 4
149
Properties=species:S:1:pos:R:3:forces:R:3 method="wB97M-V/def2-TZVPD" homo_lumo_gap_ev=10.08
C -1.97619 5.86063 -2.70585 -1.882 0.374 0.205
O -1.11172 6.30352 -3.73979 1.674 -0.614 0.688
P 0.45647 6.01558 -3.43704 -0.866 -0.532 0.460
O 1.30376 6.26670 -4.59204 0.233 0.384 0.078
O 0.73499 6.90117 -2.09904 -0.020 -2.541 -0.231
C 0.64707 8.29927 -2.03972 0.723 0.694 -0.753
O 0.41069 4.45882 -2.95830 0.414 1.302 0.508
C 1.59308 3.74275 -2.51094 0.497 -0.512 0.057
H -2.52945 4.97744 -3.02520 0.301 -0.216 -0.102
H -2.73745 6.63006 -2.57714 -0.007 0.176 -0.053
H -1.56930 5.69836 -1.70775 0.626 -0.024 -0.286
H 1.64333 8.69340 -1.83913 0.095 0.011 -0.025
H 0.01956 8.63260 -1.21316 -0.367 -0.229 -0.345
H 0.36172 8.64329 -3.03387 -0.384 0.554 0.280
H 1.34903 2.95815 -1.79474 -0.700 0.301 0.007
H 2.35265 4.33601 -2.00183 -0.271 0.492 -0.239
H 2.05472 3.19796 -3.33446 -0.078 0.367 -0.369
C -1.22787 -1.85381 -3.60040 -0.180 0.803 0.275
O -1.35234 -2.92031 -4.53632 0.885 -0.327 -2.054
P -0.92139 -2.77923 -6.11538 0.336 1.534 0.104
O -1.16219 -3.95885 -6.96182 0.158 0.592 0.935
O 0.67603 -2.27355 -6.04561 -2.683 -0.666 0.283
C 1.51995 -2.11740 -7.18489 -0.020 0.693 -0.686
O -1.76105 -1.44148 -6.65420 1.643 -0.888 0.766
C -3.17242 -1.39106 -6.68776 -1.261 -1.588 -0.072
H -2.04526 -1.91999 -2.88235 -0.202 -0.163 -0.221
H -1.28201 -0.88330 -4.09362 0.010 -0.001 -0.027
H -0.31567 -1.86840 -3.00392 0.296 -0.358 -0.486
H 1.04565 -2.31394 -8.14640 -0.304 -0.464 0.195
H 2.43868 -2.69909 -7.10957 -0.284 -0.243 0.323
H 1.81220 -1.06983 -7.25752 0.059 0.119 0.300
H -3.59304 -1.72522 -7.63619 0.509 0.197 -0.516
H -3.65015 -0.43664 -6.46653 0.873 0.240 0.207
H -3.59813 -2.14628 -6.02707 0.023 0.158 0.562
C 6.12443 2.48419 2.69731 1.254 -0.030 -0.338
O 5.05352 3.18077 2.08973 -1.627 -0.234 -1.013
P 4.28884 2.65255 0.74700 0.972 -0.307 -0.413
O 3.29164 3.59055 0.21115 0.655 0.092 0.440
O 3.57497 1.24173 1.18970 3.179 1.788 -2.542
C 2.53051 1.31768 2.08134 -1.491 -1.632 2.051
O 5.51403 2.29595 -0.34170 -1.931 -0.305 2.414
C 6.00337 3.31908 -1.21361 -0.257 0.313 -0.853
H 6.02781 1.39864 2.67927 -0.166 0.002 -0.231
H 6.31216 2.77762 3.73016 -0.736 0.303 -0.003
H 7.01430 2.80881 2.15800 0.252 -0.484 -0.041
H 1.98354 0.38918 1.91762 -0.481 0.133 -0.112
H 1.83475 2.15674 2.08150 0.459 0.294 -0.568
H 2.91773 1.15668 3.08744 0.081 0.484 0.308
H 5.53013 3.24377 -2.19263 -0.337 -0.165 0.087
H 7.06011 3.15031 -1.42079 0.028 -0.034 0.563
H 5.81119 4.33359 -0.86442 0.155 -0.117 0.322
C -2.74882 -2.43569 1.77919 2.327 0.835 -0.814
O -3.80042 -2.64668 2.61484 -4.115 -2.252 2.212
P -4.88062 -3.87075 2.39125 0.318 0.172 1.506
O -5.49184 -3.84154 1.08267 -0.013 -0.448 -0.904
O -4.11395 -5.27074 2.75733 -0.482 1.885 -1.000
C -3.54325 -5.45386 4.04600 -0.921 -0.314 0.532
O -5.97010 -3.70946 3.59828 1.348 0.716 -0.432
C -6.99311 -4.66934 3.85955 -0.018 -1.045 0.379
H -2.67670 -3.07987 0.90288 -0.247 -0.072 0.000
H -1.85647 -2.53042 2.39794 0.404 -0.236 -0.274
H -2.75247 -1.38958 1.47303 -0.186 -0.040 -0.368
H -2.46192 -5.57161 3.97550 -0.194 -0.139 0.057
H -4.09331 -6.31455 4.42648 0.743 -0.446 0.197
H -3.81355 -4.67714 4.76135 0.254 0.460 -0.239
H -6.80860 -5.19760 4.79496 0.643 0.009 0.111
H -7.05758 -5.44375 3.09520 -0.072 0.274 -0.252
H -7.97794 -4.25010 4.06558 0.211 0.711 -0.700
C 4.77047 -1.72489 1.23710 -0.929 1.798 0.388
O 5.38742 -2.93804 0.93361 -0.146 -1.661 0.041
P 4.60651 -4.32848 0.86163 -0.235 -0.640 -0.434
O 5.48190 -5.46102 0.43476 -1.440 1.605 1.139
O 3.85025 -4.45299 2.35762 0.384 0.078 -2.813
C 4.64019 -4.81173 3.46682 -0.010 -0.434 0.857
O 3.37714 -4.00261 -0.16811 2.281 1.190 1.959
C 2.42350 -4.93575 -0.54363 -0.777 -0.981 -0.483
H 4.98260 -1.01871 0.43435 -0.161 -0.077 0.000
H 5.08256 -1.26323 2.17388 0.934 -0.349 0.107
H 3.70029 -1.75454 1.44192 -0.291 -0.545 -0.684
H 5.32112 -5.64227 3.28072 0.317 0.305 -0.410
H 3.97081 -5.21572 4.22630 -0.235 0.238 0.056
H 5.12916 -3.92731 3.87525 0.267 -0.126 -0.031
H 1.43011 -4.56416 -0.29222 -0.025 -0.169 0.418
H 2.65444 -5.90093 -0.09286 -0.400 -0.130 -0.061
H 2.40769 -5.04188 -1.62834 0.317 -0.064 -0.055
C -0.95080 1.41958 1.44566 0.293 0.509 2.508
O -0.27568 1.48675 0.25339 1.017 -1.461 -3.701
P -0.71739 0.61986 -1.04449 -0.485 1.586 -1.768
O 0.14366 0.74093 -2.27602 -0.813 0.102 2.538
O -0.92966 -0.84438 -0.51444 -1.465 0.942 -0.186
C 0.17102 -1.63358 -0.13387 0.175 -0.867 0.315
O -2.24023 1.11118 -1.30776 0.550 -0.371 0.198
C -2.58258 2.49136 -1.64108 0.006 -0.463 0.574
H -1.33862 2.43165 1.56145 -0.527 -0.337 0.725
H -0.17317 1.20275 2.17804 0.081 0.559 0.434
H -1.62539 0.60638 1.71347 -0.627 0.017 -1.187
H -0.17319 -2.30174 0.65555 0.064 0.156 0.068
H 0.95766 -1.00308 0.28059 0.319 -0.287 -0.261
H 0.42777 -2.25257 -0.99353 0.643 0.232 0.068
H -3.18097 2.91849 -0.83635 0.292 -0.111 0.484
H -3.26320 2.51501 -2.49214 0.562 -0.270 -0.224
H -1.68274 3.08838 -1.78925 -0.091 0.006 -0.284
C 2.44159 -2.95066 6.29345 -0.180 -2.224 0.170
O 2.16322 -2.45629 4.99727 -1.389 1.480 -1.214
P 0.68697 -2.32412 4.35792 -0.991 1.294 1.617
O 0.56194 -1.69447 3.02686 0.858 -0.864 0.668
O 0.03333 -3.77541 4.53160 -0.320 0.909 0.038
C 0.63030 -4.86549 3.83905 0.446 0.024 -0.102
O -0.11544 -1.46780 5.49029 1.092 -1.485 -0.975
C -1.52480 -1.54692 5.66874 -0.673 1.365 0.873
H 2.91030 -3.89922 6.03144 1.011 0.121 0.641
H 1.60347 -3.35062 6.86414 -0.709 0.755 -0.188
H 3.02372 -2.31366 6.95937 0.078 0.236 -0.669
H 1.01086 -4.52830 2.87491 0.055 -0.182 -0.084
H -0.11453 -5.64810 3.69463 0.109 0.100 0.133
H 1.45508 -5.19378 4.47155 0.046 -0.450 -0.286
H -2.07290 -2.35729 5.18813 0.457 -0.082 -0.051
H -1.96452 -0.58173 5.41744 0.045 -0.019 -0.883
H -1.70895 -1.49696 6.74191 0.140 -0.861 0.175
C 1.21995 5.68512 1.24714 0.104 0.303 0.242
Cl 0.58234 7.33956 1.31051 -0.264 -0.070 0.350
Cl 0.04234 4.60973 0.42621 0.807 0.413 0.765
Cl 1.71052 5.13863 2.93253 -0.549 0.207 -1.524
H 2.10828 5.82713 0.63167 -0.088 -0.904 0.234
C 3.24255 -0.10318 -2.93904 0.168 -0.020 0.702
Cl 4.91573 0.44228 -2.95215 0.399 0.167 -0.013
Cl 3.19973 -1.83112 -2.65519 -0.050 -0.537 0.392
Cl 2.46300 0.23827 -4.42468 -0.550 0.500 -0.893
H 2.74529 0.40173 -2.11085 -0.110 -0.101 -0.248
C -0.90486 2.15878 -5.48891 0.714 -0.360 1.298
Cl -0.16145 0.99396 -6.55259 -0.152 -0.206 -0.352
Cl -2.52061 1.68269 -4.86736 0.429 0.036 -0.662
Cl -0.86716 3.73295 -6.17326 -0.382 0.913 -0.438
H -0.24979 2.19117 -4.61832 -0.316 -0.091 0.093
C -1.00836 3.29446 6.28360 -0.825 0.407 -0.901
Cl -0.85630 2.44330 4.68723 -0.026 0.284 0.928
Cl 0.03901 4.71714 6.29550 0.077 -0.390 0.222
Cl -0.85680 2.22558 7.64662 0.557 -0.299 0.193
H -2.02870 3.66750 6.37220 0.237 -0.036 -0.450
C -6.17172 1.52760 -0.09564 0.457 -0.657 0.347
Cl -5.69133 2.53150 1.28892 -0.335 0.011 -0.042
Cl -7.88887 1.17992 -0.20585 -0.255 0.672 -0.004
Cl -5.40213 -0.07508 0.06101 0.368 0.418 -0.264
H -5.82518 2.08153 -0.96809 -0.174 -0.490 -0.018
C -6.71178 0.76846 -4.80386 0.394 -0.396 -0.055
Cl -6.40455 2.08055 -5.90126 -0.271 0.542 -0.395
Cl -5.49266 0.86038 -3.51705 -0.203 -0.326 0.256
Cl -6.56631 -0.76973 -5.68746 -0.196 0.115 0.332
H -7.70846 0.83555 -4.36771 0.267 0.006 -0.101

***

# 5
16
Properties=species:S:1:pos:R:3:forces:R:3 method="wB97M-V/def2-TZVPD" charge=+2 homo_lumo_gap_ev=4.74
Tl 1.28566 3.51484 -0.01557 0.283 0.356 0.157
C -0.26698 -0.52616 2.44514 -1.408 0.279 1.168
F -1.32718 -0.81965 1.76297 -0.212 -0.337 -0.870
F -0.51078 0.53787 3.15276 0.727 0.631 -0.203
F 0.12753 -1.49531 3.18464 0.641 -0.468 -0.056
S 1.18876 -0.15752 1.15332 2.304 -0.625 2.018
O 2.08159 0.82307 1.68867 -0.837 0.413 -0.397
O 1.73091 -1.49452 0.91413 -1.394 1.444 -1.156
N 0.40728 0.64507 -0.19324 -0.458 -0.201 0.708
S 0.19515 -0.51640 -1.18332 3.050 -4.152 1.129
O 1.29276 -0.75497 -2.07666 -0.632 0.698 -0.691
O -0.47643 -1.70848 -0.68445 -0.671 1.384 -0.672
C -1.25618 0.38744 -2.36136 -3.464 1.580 -3.903
F -2.20271 0.80256 -1.62442 0.462 -0.364 1.117
F -0.68142 1.32679 -3.01647 1.085 0.055 0.852
F -1.58796 -0.56466 -3.14613 0.524 -0.693 0.800

***

# 6
6
Properties=species:S:1:pos:R:3:forces:R:3 method="wB97M-V/def2-TZVPD" homo_lumo_gap_ev="7.27 / 8.09" multiplicity=3
C -0.02578 0.71839 -0.19606 -0.996 1.281 3.202
C -0.12624 -0.71564 0.29357 -2.364 1.657 -0.236
O 0.68519 0.72916 -1.10283 2.358 1.273 -4.655
O 0.57632 -1.18857 1.16089 1.884 -1.049 2.994
H -0.41746 1.73791 0.21096 0.033 -1.922 0.157
H -0.69203 -1.28124 -0.36653 -0.915 -1.240 -1.462

***

# 7
6
Properties=species:S:1:pos:R:3:forces:R:3 method="wB97M-V/def2-TZVPD" charge=+1 homo_lumo_gap_ev="10.38 / 7.35" multiplicity=6
Ir 0.43940 -1.49075 0.94978 0.393 -2.321 0.926
O -0.70893 0.15146 0.43535 0.726 0.888 -0.780
H -1.42839 0.76477 0.61874 -0.738 0.244 0.129
O 0.47173 2.04959 -0.26281 -0.018 -3.237 0.624
C 0.52827 0.88825 0.06031 -1.863 5.906 -0.876
O 1.47501 0.09594 0.29863 1.500 -1.480 -0.022

***

# 8
15
Properties=species:S:1:pos:R:3:forces:R:3 method="wB97M-V/def2-TZVPD" charge=-1 smiles="CCCNC(=O)[O-]" homo_lumo_gap_ev=7.14
C -1.76277 0.43362 0.93822 0.798 -0.050 -0.667
C -1.19218 0.05817 -0.46388 -0.043 1.463 0.456
C 0.25339 0.53502 -0.51732 2.190 -1.223 0.446
N 1.09255 -0.48427 0.13481 0.414 0.467 -0.052
C 2.41184 -0.83367 -0.33212 -0.275 -0.349 0.201
O 2.68030 -2.05152 -0.24712 0.082 -0.327 0.314
O 3.13253 0.08916 -0.74179 -0.013 0.696 -0.510
H -2.10565 1.46532 0.88815 -0.526 -0.049 0.036
H -0.94114 0.49507 1.65426 -0.110 -0.532 0.183
H -2.53175 -0.26941 1.24690 -0.169 0.223 0.271
H -1.21087 -1.00904 -0.65004 -0.105 -0.119 -0.115
H -1.81985 0.60032 -1.17856 0.084 -0.336 -0.295
H 0.45510 1.48342 -0.02035 -0.724 0.483 0.260
H 0.81032 0.67171 -1.45685 -0.980 -0.090 -0.408
H 0.72818 -1.18390 0.74568 -0.624 -0.258 -0.120